# 1
Computed, not measured: a molecular structure, C17H27ClI3N2O6PS at a distorted geometry, with ωB97M-V/def2-TZVPD.

Computed properties:
Multiplicity: 1
Gap between HOMO and LUMO: 0.27911 Eh
LUMO energy: -0.773 eV
Energy: -3317.39813 hartree
HOMO energy: -0.3075 hartree

Element x y z (Å)
C -2.2457 1.8337 1.5892
C -1.6933 1.3177 0.4908
C -0.5210 1.9659 -0.2395
C -0.9178 3.4422 -0.5239
O -0.1659 4.3811 0.2239
O -1.1058 5.4364 0.5170
C -0.1571 1.1311 -1.5057
C -1.2196 1.3008 -2.6367
C -2.7178 1.4412 -2.3733
C 1.1576 1.6584 -2.2122
C 1.4748 3.1432 -2.3791
O 2.3377 3.7292 -1.8785
Cl 0.5835 4.0028 -3.7229
C -0.0134 -0.4332 -1.0889
I 1.3224 -1.3495 -2.7105
P -1.4150 -1.5548 -1.6280
N -1.2331 -3.0922 -1.3718
C 0.7783 -0.7516 0.3049
N 1.8120 -1.7327 0.0887
C 1.6933 -3.1124 0.5203
C 3.0615 -3.6706 0.9218
C 2.9311 -4.9564 1.7272
C 0.1817 -1.0325 1.7374
I 1.7963 -0.8646 3.1781
C -0.9397 -1.4243 2.3413
C -1.1235 -1.6227 3.8285
I -2.7081 -1.9353 1.3415
O 1.5772 0.4630 0.4968
S 0.8994 1.8546 0.9203
O 1.8987 2.8186 0.6051
O 0.4243 1.8583 2.2668
H -2.6879 1.2056 2.3533
H -2.2197 2.9000 1.7946
H -2.1546 0.4749 -0.0001
H -1.9666 3.5985 -0.2865
H -0.8304 3.6761 -1.5857
H -0.6108 5.9146 1.1965
H -0.9843 0.5894 -3.4275
H -0.9632 2.2498 -3.1037
H -2.9768 2.4131 -1.9542
H -3.1976 0.6827 -1.7632
H -3.2225 1.4072 -3.3419
H 1.1046 1.3354 -3.2499
H 2.0627 1.2786 -1.7472
H -1.5954 -1.3750 -3.0016
H -2.6401 -1.1469 -1.0854
H -0.3748 -3.3230 -0.8897
H 2.7088 -1.3344 0.3254
H 1.3957 -3.7324 -0.3368
H 0.9843 -3.3407 1.3189
H 3.5947 -2.9368 1.5329
H 3.6692 -3.8623 0.0350
H 2.5021 -5.7559 1.1178
H 2.2897 -4.8231 2.5997
H 3.9041 -5.3157 2.0613
H -0.4605 -2.4027 4.2028
H -0.9423 -0.6890 4.3622
H -2.1415 -1.9334 4.0442

***

# 2
Computed, not measured: a single C17H27ClN2O3S2 molecule, with ωB97M-V/def2-TZVPD.

Computed properties:
Multiplicity: 1
Gap between HOMO and LUMO: 0.34470 Eh
LUMO energy: 0.489 eV
Energy: -2255.78763 hartree
HOMO energy: -0.3267 hartree
SMILES: CCS[C@H](C)C(=O)N(C)CCOCCN(C)C(=O)c1c(C)csc1Cl

Element x y z (Å)
C 0.3299 0.9908 -4.2306
C 1.0028 0.3063 -3.0509
S -0.1053 -0.9560 -2.3715
C 0.9600 -1.5882 -1.0302
C 1.9389 -2.6406 -1.5228
C 0.0613 -2.1609 0.0685
O -0.0746 -3.3663 0.1839
N -0.5480 -1.2958 0.9276
C -1.3504 -1.8793 1.9924
C -0.6091 0.1454 0.7804
C -2.0106 0.6318 0.4159
O -2.0057 2.0310 0.2073
C -1.7354 2.3925 -1.1314
C -1.5269 3.8970 -1.1991
N -0.5785 4.3606 -0.2030
C 0.7558 3.8004 -0.2782
C -1.0582 5.0366 0.8780
O -2.2179 5.3907 0.9875
C -0.0973 5.3159 1.9947
C -0.2072 4.6439 3.2552
C -1.2413 3.5942 3.5256
C 0.7153 5.0966 4.1450
S 1.7077 6.3398 3.5004
C 0.8851 6.2513 1.9988
Cl 1.3376 7.2616 0.6867
H 0.9810 1.7617 -4.6437
H 0.1076 0.2739 -5.0210
H -0.6078 1.4613 -3.9305
H 1.9359 -0.1644 -3.3617
H 1.2365 1.0310 -2.2651
H 1.5069 -0.7293 -0.6355
H 2.5933 -2.9615 -0.7110
H 1.4010 -3.5118 -1.8877
H 2.5538 -2.2369 -2.3274
H -0.8555 -2.7677 2.3752
H -1.4550 -1.1451 2.7910
H -2.3438 -2.1718 1.6446
H -0.2997 0.6203 1.7174
H 0.0810 0.4687 0.0060
H -2.3622 0.0983 -0.4736
H -2.7082 0.4359 1.2318
H -0.8483 1.8586 -1.4955
H -2.5702 2.1109 -1.7847
H -1.1709 4.1609 -2.1996
H -2.4643 4.4144 -1.0131
H 1.4478 4.3607 0.3412
H 0.7732 2.7542 0.0443
H 1.1056 3.8525 -1.3115
H -1.0566 3.1027 4.4799
H -2.2367 4.0397 3.5438
H -1.2503 2.8424 2.7334
H 0.8562 4.7697 5.1631

***

# 3
Computed, not measured: a molecular structure, C17H27F6N4O2P2SSbY, with ωB97M-V/def2-TZVPD.

Computed properties:
Net charge: +2
Multiplicity: 2
Gap between HOMO and LUMO (spin up / spin down): 0.31124 / 0.21476 Eh
LUMO energy (spin up / spin down): -5.745 / -8.373 eV
Energy: -2991.99646 hartree
HOMO energy (spin up / spin down): -0.5224 / -0.5225 hartree

Element x y z (Å)
Y 0.5248 0.4599 0.3095
O -0.3647 -2.9406 -2.0416
C 0.1801 -1.9875 -1.5446
O -0.4436 -1.0105 -0.9084
C 1.6881 -1.8664 -1.5347
C 2.4746 -2.7309 -2.3086
C 3.8347 -2.6415 -2.1975
C 4.4085 -1.7155 -1.2984
C 5.8068 -1.5999 -1.1020
C 6.3052 -0.7041 -0.2020
C 5.4319 0.1212 0.5439
C 4.0802 0.0346 0.3716
C 3.5413 -0.8856 -0.5555
N 2.1879 -0.9698 -0.7064
H 1.9850 -3.4411 -2.9590
H 4.4818 -3.2851 -2.7808
H 6.4697 -2.2352 -1.6754
H 7.3725 -0.6184 -0.0531
H 5.8430 0.8281 1.2519
H 3.4238 0.6828 0.9489
N -0.8924 1.8289 -1.4675
N -0.2963 2.6356 -2.4417
C 1.0400 2.7601 -2.5217
N 1.5058 3.5750 -3.4627
S 2.1142 1.9057 -1.5362
H -1.4184 1.0853 -1.9226
H -1.5322 2.3975 -0.9201
H -0.9017 3.1465 -3.0679
H 0.9092 4.0886 -4.0916
H 2.5012 3.6933 -3.5524
C 1.5505 -1.5713 3.9250
P 1.2018 -1.9777 2.1840
C 2.5949 -3.0579 1.7238
C -0.1237 -3.2540 2.3486
C -1.4881 -2.7044 2.7570
P -2.3451 -1.8029 1.4513
C -2.8588 -2.8537 0.1012
C -3.6682 -0.7887 2.1051
H 1.7554 -2.4733 4.5032
H 0.7126 -1.0342 4.3684
H 2.4195 -0.9148 3.9785
H 2.6617 -3.9024 2.4111
H 3.5288 -2.4978 1.7672
H 2.4646 -3.4348 0.7085
H 0.1989 -3.9787 3.1000
H -0.1874 -3.7997 1.4028
H -1.4259 -2.0407 3.6229
H -2.1644 -3.5238 3.0354
H -3.5879 -3.5802 0.4739
H -2.0011 -3.3626 -0.3385
H -3.3156 -2.2432 -0.6766
H -4.4314 -1.4329 2.5534
H -4.1215 -0.2124 1.2992
H -3.2747 -0.1076 2.8600
F -1.4866 1.5862 1.1403
Sb -0.5621 2.7052 2.4936
F -1.8437 2.1333 3.7074
F -1.4449 4.1975 1.8549
F 0.5648 3.4961 3.7167
F 0.7439 2.7915 1.0657
F 0.3285 0.9581 2.6376

***

# 4
Computed, not measured: a molecular structure, C17H27F6N8P2PdS, with ωB97M-V/def2-TZVPD.

Computed properties:
Multiplicity: 2
Gap between HOMO and LUMO (spin up / spin down): 0.29748 / 0.29976 Eh
LUMO energy (spin up / spin down): 0.492 / 0.480 eV
Energy: -2910.24301 hartree
HOMO energy (spin up / spin down): -0.2794 / -0.2821 hartree

Element x y z (Å)
Pd -0.3318 -0.0655 -0.2098
C 4.1991 -2.2083 -2.5864
N 2.8667 -2.2896 -2.0102
C 1.9980 -3.3353 -2.1592
C 0.8635 -2.9881 -1.4822
N 1.0292 -1.7594 -0.9195
C 2.2405 -1.3500 -1.2542
P 2.9408 0.2961 -0.9625
C 2.7240 0.3356 0.8507
N 2.2365 -0.6545 1.5669
C 2.3155 -0.2571 2.8690
C 2.8739 0.9845 2.9454
N 3.1638 1.3510 1.6586
C 3.7872 2.6044 1.2952
C 1.5707 1.2351 -1.7587
N 0.4813 0.6732 -2.2772
C -0.1407 1.6344 -3.0218
C 0.5843 2.7813 -2.9790
N 1.6817 2.5186 -2.2000
C 2.6525 3.5215 -1.8184
H 4.4515 -3.1833 -2.9950
H 4.9269 -1.9459 -1.8223
H 4.2293 -1.4677 -3.3837
H 2.2662 -4.2181 -2.7124
H -0.0437 -3.5543 -1.3583
H 1.9583 -0.8790 3.6723
H 3.0985 1.6295 3.7776
H 4.5572 2.8428 2.0268
H 3.0598 3.4144 1.2589
H 4.2684 2.4997 0.3268
H -1.0863 1.4558 -3.5010
H 0.4022 3.7624 -3.3809
H 2.6648 4.2970 -2.5803
H 3.6442 3.0764 -1.7739
H 2.3895 3.9666 -0.8605
C -4.6589 -1.1243 0.4119
N -3.7339 -0.7481 1.4738
C -4.1075 0.4843 2.1603
C -2.5221 -1.3163 1.6091
S -1.1357 -0.4399 2.1043
N -2.4289 -2.6536 1.3737
C -1.1238 -3.2999 1.3637
C -3.5080 -3.5703 1.7305
H -4.8292 -0.2372 -0.2011
H -5.6180 -1.4655 0.8085
H -4.2323 -1.9016 -0.2132
H -4.4066 1.2355 1.4351
H -3.2633 0.8715 2.7171
H -4.9434 0.2713 2.8319
H -0.3880 -2.6921 0.8483
H -1.2358 -4.2595 0.8557
H -0.7653 -3.4734 2.3822
H -4.3627 -3.0292 2.1179
H -3.1490 -4.2476 2.5092
H -3.8241 -4.1682 0.8732
F -0.7406 2.6662 -0.2230
P -2.3376 3.0287 -0.2001
F -1.9939 4.5926 -0.0998
F -3.9208 3.3160 -0.1795
F -2.3324 3.1238 -1.8153
F -2.3265 2.8986 1.4066
F -2.6351 1.4141 -0.3221